Record 1
The following is a quantum chemistry calculation of the molecule C5H13N, from the Open Molecules 2025 dataset.

```
19
Properties=species:S:1:pos:R:3:lowdin_charge:R:1
N 2.509 -0.699 -0.253 -0.0060
C 1.239 -0.084 0.363 -0.4447
C -0.045 -0.857 -0.075 -0.2215
C -1.426 -0.536 0.502 -0.2959
C -2.362 0.323 -0.404 -0.1246
C 1.230 1.463 0.090 -0.0802
H 2.382 -0.306 -1.240 0.0852
H 2.295 1.738 0.569 0.1220
H 1.129 1.694 -0.940 0.0433
H -0.196 -0.941 -1.137 0.0959
H 2.289 -1.718 -0.244 0.0629
H 1.422 -0.246 1.478 0.1382
H -2.056 -1.450 0.798 0.1179
H -2.681 -0.395 -1.227 0.0871
H -3.225 0.689 0.203 0.0718
H -1.763 1.198 -0.747 0.0651
H -1.274 0.017 1.462 0.1044
H 0.427 2.051 0.547 0.0612
H 0.109 -1.942 0.254 0.1179
```

## Properties
SMILES string: CCC[C@H](C)N
2S+1: 1
ΔE to the lowest compared entry with this formula, charge and spin in kcal/mol: 29.08
Orbital gap in eV: 10.75
LUMO level in eV: 1.07

---

Record 2
The following is a quantum chemistry calculation of the molecule C5H13N, from the Open Molecules 2025 dataset.

```
19
Properties=species:S:1:pos:R:3:lowdin_charge:R:1
N -0.050 0.103 -0.185 -0.2706
C 0.096 -1.081 -1.030 -0.2443
C 0.801 1.385 1.773 -0.0784
C -1.008 1.071 -0.665 -0.1013
C 1.117 0.680 0.451 -0.2634
C -0.787 -2.241 -0.536 -0.0828
H -0.272 -3.196 -0.626 0.0614
H -0.579 1.700 -1.458 0.0876
H 1.774 -0.174 0.637 0.1053
H 1.151 -1.352 -0.942 0.1044
H -0.952 -2.100 0.513 0.0619
H -0.263 1.513 1.879 0.0541
H 1.671 1.348 -0.233 0.1104
H -1.956 0.600 -0.938 0.0887
H -1.723 -2.323 -1.086 0.0633
H 1.217 0.795 2.583 0.0666
H 1.271 2.363 1.802 0.0663
H -0.165 -0.833 -2.057 0.1049
H -1.342 1.743 0.119 0.0658
```

## Properties
SMILES string: CCN(C)CC
2S+1: 1
ΔE to the lowest compared entry with this formula, charge and spin in kcal/mol: 24.01
Orbital gap in eV: 9.14
LUMO level in eV: 1.17

---

Record 3
The following is a quantum chemistry calculation of a structure of composition C5H13N, from the Open Molecules 2025 dataset.

```
19
Properties=species:S:1:pos:R:3:lowdin_charge:R:1
N 1.440 -0.036 0.322 -0.0784
C 1.209 1.448 0.394 -0.0784
C -1.596 -1.140 -0.776 -0.1906
C 0.264 -0.806 0.911 -0.2886
C -1.136 -0.565 0.511 -0.1524
C -1.188 -0.070 -2.234 -0.0474
H -1.115 0.952 -1.889 0.0155
H 0.597 1.821 1.189 0.0535
H -1.088 -2.074 -1.129 0.0857
H 0.736 0.778 -0.473 0.0942
H -1.802 -0.171 -3.129 0.0312
H -1.782 -0.116 1.267 0.0772
H 2.309 1.354 2.954 0.0234
H -0.175 -0.497 -2.469 0.0476
H 0.461 -0.596 2.014 0.1212
H 0.464 -1.858 0.668 0.0948
H -2.666 -1.452 -0.974 0.0863
H 2.124 1.944 0.103 0.0663
H 2.943 1.084 2.739 0.0389
```

## Properties
2S+1: 1
ΔE to the lowest compared entry with this formula, charge and spin in kcal/mol: 213.49
Orbital gap in eV: 5.06
LUMO level in eV: -1.34